This record from OMol25 describes a single C4H5NO3 molecule. The level of theory is wB97M-V/def2-TZVPD.

Geometry as XYZ:
```
13
Properties=species:S:1:pos:R:3
H -2.13 0.90 -0.89
C -1.17 -1.10 0.09
O 1.16 -1.11 -1.17
C -1.13 1.26 -0.44
H -0.49 -1.81 0.65
H 1.02 1.32 0.92
N -0.54 0.19 0.22
O -2.23 -1.39 -0.38
O -0.55 2.33 -0.63
C 0.78 0.30 0.68
C 1.65 -0.39 -0.33
H 2.73 -0.18 -0.33
H 0.91 -0.32 1.60
```

The calculation puts the HOMO energy at -10.3 eV. The value obtained for the gap between HOMO and LUMO is 10.88 eV. As for the SMILES: O=CCN(C=O)C=O.